No. 1
The following is a quantum chemistry calculation of H8O4 as an isolated structure at a distorted geometry, from OMol25.

Results
Charge: 0
Largest force on an atom in Eh/bohr: 0.14317
Energy in eV: -8316.3185

Geometry (Å):
O (0.252832, -0.926378, -0.311457)
H (0.113735, -0.265345, 0.366715)
H (-0.619028, -1.283095, -0.481310)
O (-0.115057, 1.138244, 0.258618)
H (-0.302445, 1.941816, -0.226554)
H (0.832496, 1.154618, 0.393221)
O (2.141933, -1.925610, -0.815889)
H (2.034050, -2.154938, 0.107150)
H (1.575948, -1.163979, -0.941678)
O (-2.196237, 0.867753, 0.675801)
H (-1.261564, 0.844109, 0.470701)
H (-2.456662, 1.772804, 0.504680)

Forces on the atoms, in the same order (eV/Å):
O -2.148 -1.183 0.697
H -0.343 -1.670 -0.292
H -0.253 -0.234 -0.180
O 5.163 5.230 -0.433
H -0.012 0.470 -0.260
H 0.715 0.255 0.058
O 3.038 -1.251 -0.834
H -0.116 -0.019 -0.074
H 0.183 -0.421 -0.130
O -3.808 -0.410 0.455
H -1.975 -0.853 0.870
H -0.444 0.085 0.122

***

No. 2
The following is a quantum chemistry calculation of C51H52HfN4O2SSbSiTe as an isolated structure at a distorted geometry, from OMol25.

Results
Charge: +1
Largest force on an atom in Eh/bohr: 0.02881
Energy in eV: -97634.6996

Geometry (Å):
Hf (-1.449442, -0.444210, 0.710995)
C (0.779699, 3.492014, 1.145277)
C (-0.248922, 4.420492, 1.104735)
C (-1.563547, 3.993231, 1.016126)
C (-1.842209, 2.627393, 0.957898)
C (-0.817806, 1.667713, 0.981433)
C (0.490754, 2.133287, 1.094452)
C (-3.223078, 2.147714, 0.751319)
C (-4.344430, 2.967906, 1.038535)
C (-5.591639, 2.532516, 0.715824)
C (-5.742414, 1.321726, 0.000074)
C (-6.984587, 0.925523, -0.546342)
C (-7.059667, -0.159226, -1.373024)
C (-5.890248, -0.887962, -1.671087)
C (-4.687270, -0.567145, -1.101460)
C (-4.590076, 0.546861, -0.240995)
N (-3.361144, 0.919339, 0.254012)
H (1.807205, 3.825268, 1.193809)
H (-0.029827, 5.479079, 1.121503)
H (-2.350028, 4.731803, 0.950716)
H (1.311476, 1.427415, 1.111209)
H (-4.194977, 3.919329, 1.524363)
H (-6.465603, 3.126261, 0.948548)
H (-7.859433, 1.524702, -0.333548)
H (-8.001296, -0.445650, -1.818336)
H (-5.940390, -1.709256, -2.371759)
H (-3.790688, -1.117670, -1.357819)
O (-0.781942, -2.611934, 1.209902)
C (0.353284, -2.183660, 1.495075)
O (0.585929, -0.942502, 1.370262)
H (1.135616, -2.848603, 1.878959)
C (-1.167062, -1.533529, 5.290161)
C (-1.508068, -1.587722, 3.951654)
N (-1.745806, -0.494778, 3.208995)
C (-1.647042, 0.689282, 3.824290)
C (-1.238402, 0.842214, 5.144754)
C (-1.008984, -0.300062, 5.894189)
C (-0.973669, 2.207555, 5.656070)
C (0.143965, 2.899861, 5.413013)
C (1.309821, 2.457144, 4.623607)
C (2.303241, 3.371427, 4.281696)
C (3.338603, 2.911876, 3.487848)
N (3.412464, 1.651970, 3.070689)
C (2.435096, 0.856728, 3.479061)
N (1.391418, 1.183149, 4.223947)
H (-0.998794, -2.451312, 5.833846)
H (-1.606081, -2.540950, 3.450365)
H (-1.831899, 1.570091, 3.224289)
H (-0.678812, -0.223805, 6.921276)
H (-1.761173, 2.686539, 6.223130)
H (0.208590, 3.910754, 5.794446)
H (2.258542, 4.400349, 4.605200)
H (4.135470, 3.574194, 3.172893)
H (2.484971, -0.174463, 3.152795)
C (-5.792056, -2.731194, 1.214647)
Te (-3.676684, -2.766421, 1.440595)
C (-3.312002, -4.042247, -0.218780)
H (-6.193763, -3.599450, 1.724907)
H (-6.034735, -2.758997, 0.160642)
H (-6.195684, -1.825083, 1.652528)
H (-3.993884, -3.755690, -1.014359)
H (-3.478975, -5.073641, 0.073214)
H (-2.284460, -3.891302, -0.535164)
S (-1.222824, -1.034607, -1.604006)
Sb (1.314462, -0.622328, -1.974613)
C (0.787869, 1.491474, -2.314510)
C (-0.460389, 2.089776, -2.243505)
C (-0.629822, 3.422616, -2.598885)
C (0.443080, 4.167294, -3.055449)
C (1.688127, 3.569552, -3.171639)
C (1.854528, 2.241261, -2.810177)
C (1.592178, -0.881104, -4.061562)
C (2.688034, -1.545136, -4.590122)
C (2.820996, -1.684150, -5.963661)
C (1.843922, -1.180519, -6.808877)
C (0.735842, -0.536336, -6.280227)
C (0.612940, -0.379292, -4.909231)
C (1.468087, -2.721881, -1.496593)
C (0.723403, -3.647783, -2.222977)
C (0.876441, -5.003103, -1.990789)
C (1.772221, -5.451650, -1.028086)
C (2.525352, -4.540157, -0.310848)
C (2.374630, -3.177550, -0.552289)
H (-1.317309, 1.520126, -1.912922)
H (-1.611609, 3.873830, -2.526989)
H (0.308193, 5.201381, -3.339671)
H (2.529207, 4.131345, -3.555274)
H (2.832954, 1.794820, -2.946779)
H (3.442486, -1.972399, -3.939741)
H (3.684435, -2.190884, -6.371110)
H (1.944891, -1.292082, -7.879041)
H (-0.030771, -0.149730, -6.936292)
H (-0.246097, 0.146216, -4.506473)
H (0.018893, -3.310835, -2.976012)
H (0.302947, -5.715440, -2.567075)
H (1.887449, -6.511172, -0.848792)
H (3.235956, -4.882175, 0.428823)
H (2.975898, -2.476682, 0.011116)
C (5.415051, -1.424176, -2.300751)
Si (4.834622, -0.549718, -0.749347)
C (5.195827, -1.646751, 0.744205)
C (5.773356, 1.061739, -0.534194)
C (3.009684, -0.042272, -0.765971)
H (6.474035, -1.658204, -2.204025)
H (5.295893, -0.805495, -3.189640)
H (4.887370, -2.364909, -2.457673)
H (6.194308, -1.422232, 1.115241)
H (5.169642, -2.709949, 0.509247)
H (4.505234, -1.461115, 1.566700)
H (6.849668, 0.906177, -0.586303)
H (5.545598, 1.499862, 0.438873)
H (5.505774, 1.791591, -1.299335)
H (2.632295, -0.232269, 0.244626)
H (2.997567, 1.040754, -0.864426)

Forces on the atoms, in the same order (eV/Å):
Hf -1.062 -1.012 -0.208
C -0.027 -0.105 -0.012
C 0.012 0.025 -0.019
C -0.023 -0.122 0.081
C 0.055 0.101 -0.021
C 0.221 0.145 -0.088
C 0.011 0.075 -0.055
C -0.053 0.097 0.095
C -0.013 -0.121 -0.083
C 0.148 -0.027 -0.007
C -0.034 0.030 -0.020
C 0.047 -0.058 -0.046
C 0.067 0.020 0.050
C 0.021 0.056 0.056
C -0.056 -0.049 -0.028
C -0.090 -0.098 -0.118
N 0.268 0.180 0.185
H 0.046 0.019 -0.012
H 0.014 0.039 -0.001
H -0.051 0.023 0.008
H 0.022 0.008 -0.010
H 0.003 0.007 0.014
H -0.043 0.023 0.009
H -0.043 0.020 0.011
H -0.035 -0.002 -0.020
H -0.016 -0.067 -0.044
H -0.068 0.054 0.003
O -0.275 -0.183 0.133
C 0.322 -0.073 0.151
O 0.319 0.394 -0.083
H -0.076 0.030 -0.075
C -0.054 -0.032 -0.169
C -0.086 -0.145 0.064
N 0.132 0.147 -0.043
C 0.100 0.081 0.156
C -0.052 -0.023 -0.177
C -0.065 0.088 0.003
C 0.263 0.143 -0.161
C -0.262 -0.150 -0.017
C 0.032 0.011 -0.042
C -0.069 -0.119 -0.005
C -0.013 0.072 0.080
N 0.175 0.058 -0.085
C -0.072 -0.164 -0.014
N -0.027 0.076 0.110
H 0.002 -0.029 0.006
H 0.049 0.036 0.050
H 0.029 -0.037 0.053
H 0.002 0.011 0.031
H -0.027 0.021 0.131
H 0.012 0.040 0.062
H -0.005 0.058 0.027
H 0.040 0.044 -0.015
H 0.006 -0.073 -0.009
C 0.099 -0.027 0.011
Te 0.056 -0.004 -0.016
C -0.053 0.027 0.016
H -0.050 -0.041 0.026
H -0.033 -0.017 -0.098
H 0.002 0.120 0.059
H -0.009 0.013 -0.071
H -0.015 -0.024 0.003
H 0.056 0.022 0.021
S 0.079 0.156 0.348
Sb 0.194 0.351 -0.352
C 0.035 -0.013 -0.103
C -0.035 -0.039 0.116
C -0.041 -0.006 0.020
C 0.000 0.046 -0.027
C 0.047 -0.015 -0.004
C -0.045 -0.049 0.072
C 0.030 -0.019 0.164
C 0.113 -0.209 0.051
C -0.004 -0.004 -0.042
C 0.037 -0.011 0.003
C -0.013 -0.004 -0.037
C -0.060 0.122 0.004
C 0.006 -0.046 0.050
C -0.059 0.086 -0.034
C -0.015 -0.023 -0.027
C 0.021 -0.044 0.020
C -0.015 0.029 -0.017
C 0.020 0.041 0.000
H 0.005 0.004 0.005
H -0.023 0.003 0.003
H -0.003 0.056 -0.007
H 0.027 0.015 -0.011
H 0.075 -0.069 0.030
H -0.090 0.040 -0.054
H 0.042 -0.025 -0.024
H 0.005 -0.009 -0.053
H -0.047 0.023 -0.038
H 0.013 -0.001 0.010
H 0.022 0.005 0.015
H -0.041 -0.040 -0.032
H 0.008 -0.055 0.007
H 0.050 -0.022 0.059
H -0.028 -0.012 0.007
C -0.064 0.087 0.133
Si 0.108 -0.010 -0.046
C -0.027 0.086 -0.150
C -0.110 -0.105 -0.010
C -0.138 0.023 0.028
H 0.134 -0.025 0.018
H -0.022 0.048 -0.056
H -0.026 -0.071 0.028
H 0.130 0.018 0.026
H -0.016 -0.067 -0.043
H -0.072 0.056 0.079
H 0.109 -0.038 0.002
H -0.036 0.017 0.059
H -0.024 0.020 -0.066
H -0.030 -0.041 0.028
H -0.001 0.131 0.009

***

Record order is preserved below.
Energy relative to the best compared isomer or geometry (same formula, charge and spin): 100.49; 4.23 kcal per mole